1.
{
  "formula": "C2H11N4",
  "method": "the ωB97M-V functional and the def2-TZVPD basis",
  "symbols": ["H", "H", "H", "H", "N", "C", "H", "H", "C", "H", "H", "N", "H", "N", "H", "N", "H"],
  "positions_angstrom": [[-0.7065, 1.3454, -0.8287], [-1.6624, 0.1588, -2.4410], [-1.3808, 0.7488, 2.5858], [1.9425, -1.1007, 0.7268], [-0.2176, 0.4709, -0.9163], [-1.1711, -0.3297, -1.6184], [-0.3456, -0.3664, 2.1107], [-0.1509, 1.1958, 1.6564], [1.2045, -1.1232, 0.0258], [0.3700, -1.7162, 0.4069], [-1.9138, -0.6471, -0.9707], [1.5912, 1.1761, 0.3156], [1.2048, 2.1007, 0.0853], [0.9437, 0.2797, -0.2574], [-0.6947, -1.2811, -1.8135], [-0.8097, 0.4589, 1.8047], [1.7963, -1.3706, -0.8720]],
  "forces_ev_per_angstrom": [[1.20, 0.98, 0.81], [0.60, 0.34, -0.54], [-0.25, 0.04, 0.04], [1.95, 0.08, 2.30], [0.59, 2.45, -0.31], [1.70, -2.78, -0.07], [0.61, -0.49, 0.38], [0.44, 0.25, 0.45], [0.87, -0.02, -2.22], [-0.10, 0.34, -0.90], [-1.78, -0.18, 1.74], [0.03, -0.46, -0.62], [0.13, -0.10, -0.19], [-3.86, 0.60, 0.19], [0.03, -0.17, -1.15], [-1.25, 0.30, 0.02], [-0.90, -1.18, 0.08]],
  "mulliken_charge": [0.268, 0.308, 0.260, 0.406, -0.193, -0.845, 0.174, 0.194, -1.063, 0.424, 0.424, -0.795, 0.298, 0.949, 0.356, -0.581, 0.417],
  "homo_energy_ev": -14.253,
  "de_lowest_ev": 5.251,
  "charge": 1,
  "gap_ha": 0.333
}



2.
{
  "formula": "C2H11N5",
  "method": "the ωB97M-V functional and the def2-TZVPD basis",
  "symbols": ["H", "H", "N", "N", "N", "N", "H", "H", "C", "N", "H", "C", "H", "H", "H", "H", "H", "H"],
  "positions_angstrom": [[0.1112, -0.7209, -0.9315], [3.2186, -0.7437, 1.2782], [1.8962, 1.1421, -0.0088], [-0.8906, -0.5916, -1.0311], [-1.1681, 0.0412, 1.2075], [2.0198, -0.2071, -0.3593], [-1.2342, -0.4615, -1.9671], [1.0510, 1.2896, 0.5378], [-2.9745, 0.4177, -0.3106], [2.5066, -1.1488, 0.6664], [-3.4461, 0.7910, 0.5924], [-1.5862, -0.0542, 0.0123], [-0.2393, -0.3554, 1.3377], [2.8149, -0.3070, -1.0002], [2.7037, 1.5213, 0.4924], [-2.9390, 1.2119, -1.0563], [1.7189, -1.4184, 1.2523], [-3.5628, -0.4063, -0.7122]],
  "forces_ev_per_angstrom": [[-0.01, 0.11, -0.03], [-0.19, 0.21, -0.23], [0.09, 0.47, 0.23], [0.00, -0.20, -0.24], [0.12, 0.13, 0.88], [1.67, -1.32, 0.50], [-0.02, 0.01, 0.08], [0.13, -0.11, -0.13], [0.04, 0.05, 0.00], [-0.72, 0.34, 0.03], [0.00, 0.00, 0.00], [-0.13, -0.05, -0.44], [0.01, -0.04, -0.18], [-0.83, 0.56, -0.21], [-0.22, -0.25, -0.04], [-0.05, 0.03, -0.06], [0.16, 0.08, -0.11], [-0.05, -0.03, -0.05]],
  "mulliken_charge": [0.296, 0.241, -0.489, -0.400, -0.763, -0.268, 0.194, 0.251, -1.137, -0.568, 0.297, 0.738, 0.175, 0.295, 0.249, 0.314, 0.263, 0.313],
  "homo_energy_ev": -9.000,
  "de_lowest_ev": 2.026,
  "smiles": "[H]/N=C(/C)N.NNN",
  "gap_ha": 0.369
}



3.
{
  "formula": "C2H11NO2",
  "method": "the ωB97M-V functional and the def2-TZVPD basis",
  "symbols": ["C", "H", "H", "H", "H", "C", "O", "H", "H", "H", "O", "H", "N", "H", "H", "H"],
  "positions_angstrom": [[-1.4547, -0.8329, -0.2253], [-1.5687, -1.6413, 0.4761], [1.1080, 1.0549, 2.6744], [-0.1363, 1.1906, -0.2311], [1.2965, -1.7423, -1.5498], [1.0736, -0.7209, -1.3367], [0.4236, 0.3454, 2.7281], [-1.8763, 0.1493, 0.0332], [-1.7944, -1.1132, -1.2910], [0.3862, -1.2178, 0.4967], [-0.1113, 2.0674, 0.1598], [0.5750, -0.5284, -2.1919], [0.1000, -0.5523, -0.1967], [0.2130, 2.7668, -0.4652], [-0.2973, 0.8604, 2.2895], [2.0632, -0.0856, -1.3700]],
  "forces_ev_per_angstrom": [[2.43, 0.81, -2.89], [-0.73, 0.00, 0.17], [-0.38, -1.04, 0.16], [0.69, -0.70, -0.24], [0.75, -1.06, 0.53], [0.75, 0.29, 1.84], [-0.11, 1.87, -0.45], [-0.42, -0.77, 0.20], [0.38, 0.24, 1.71], [0.51, 0.40, 0.59], [0.15, 2.63, -0.11], [-1.74, 1.46, -3.01], [-0.12, -0.84, -0.41], [-0.57, -1.41, 0.77], [0.53, -0.85, 0.32], [-2.11, -1.04, 0.82]],
  "mulliken_charge": [-0.740, 0.336, 0.324, 0.441, 0.436, -1.076, -0.646, 0.266, 0.226, 0.236, -0.664, 0.440, -0.412, 0.281, 0.301, 0.252],
  "homo_energy_ev": -9.125,
  "de_lowest_ev": 2.033,
  "smiles": "CNC.O.O",
  "gap_ha": 0.364
}



4.
{
  "formula": "C2H11NO2",
  "method": "the ωB97M-V functional and the def2-TZVPD basis",
  "symbols": ["H", "C", "O", "H", "O", "H", "H", "H", "H", "H", "H", "H", "H", "N", "C", "H"],
  "positions_angstrom": [[-0.5971, 2.4314, 1.2315], [1.5311, -0.9979, -0.3626], [-0.9057, 0.8768, 2.5540], [-1.7601, 0.6713, 2.9553], [-0.2102, 3.1077, 0.6544], [1.3031, -1.1617, 0.7023], [-0.8911, 3.7893, 0.6188], [1.7720, -1.9566, -0.8197], [0.0961, -1.7974, -2.6473], [2.4162, -0.3595, -0.3798], [-0.5344, 0.0076, 2.3409], [-0.2100, 0.1185, -0.5338], [-1.2165, -0.7881, -2.3076], [0.4147, -0.4139, -1.0763], [-0.4435, -1.3593, -1.7989], [-0.7644, -2.1682, -1.1311]],
  "forces_ev_per_angstrom": [[0.21, -0.01, 0.03], [-0.35, 0.13, 0.48], [-0.14, -0.42, -0.04], [0.13, 0.13, -0.05], [-0.36, -0.03, 0.11], [0.05, -0.26, -0.07], [0.16, -0.01, -0.08], [0.14, -0.01, 0.07], [0.21, -0.16, 0.30], [-0.03, 0.02, -0.18], [0.00, 0.31, 0.03], [-0.19, 0.98, 1.05], [-0.52, -0.17, 0.49], [0.07, -0.60, -1.56], [1.20, 0.14, -0.26], [-0.58, -0.03, -0.32]],
  "mulliken_charge": [0.343, -0.724, -0.664, 0.325, -0.627, 0.186, 0.316, 0.319, 0.290, 0.263, 0.303, 0.212, 0.346, -0.312, -0.902, 0.325],
  "homo_energy_ev": -8.501,
  "de_lowest_ev": 1.077,
  "smiles": "CNC.O.O",
  "gap_ha": 0.328
}



Please write out number 3 again, unchanged.
{
  "formula": "C2H11NO2",
  "method": "the ωB97M-V functional and the def2-TZVPD basis",
  "symbols": ["C", "H", "H", "H", "H", "C", "O", "H", "H", "H", "O", "H", "N", "H", "H", "H"],
  "positions_angstrom": [[-1.4547, -0.8329, -0.2253], [-1.5687, -1.6413, 0.4761], [1.1080, 1.0549, 2.6744], [-0.1363, 1.1906, -0.2311], [1.2965, -1.7423, -1.5498], [1.0736, -0.7209, -1.3367], [0.4236, 0.3454, 2.7281], [-1.8763, 0.1493, 0.0332], [-1.7944, -1.1132, -1.2910], [0.3862, -1.2178, 0.4967], [-0.1113, 2.0674, 0.1598], [0.5750, -0.5284, -2.1919], [0.1000, -0.5523, -0.1967], [0.2130, 2.7668, -0.4652], [-0.2973, 0.8604, 2.2895], [2.0632, -0.0856, -1.3700]],
  "forces_ev_per_angstrom": [[2.43, 0.81, -2.89], [-0.73, 0.00, 0.17], [-0.38, -1.04, 0.16], [0.69, -0.70, -0.24], [0.75, -1.06, 0.53], [0.75, 0.29, 1.84], [-0.11, 1.87, -0.45], [-0.42, -0.77, 0.20], [0.38, 0.24, 1.71], [0.51, 0.40, 0.59], [0.15, 2.63, -0.11], [-1.74, 1.46, -3.01], [-0.12, -0.84, -0.41], [-0.57, -1.41, 0.77], [0.53, -0.85, 0.32], [-2.11, -1.04, 0.82]],
  "mulliken_charge": [-0.740, 0.336, 0.324, 0.441, 0.436, -1.076, -0.646, 0.266, 0.226, 0.236, -0.664, 0.440, -0.412, 0.281, 0.301, 0.252],
  "homo_energy_ev": -9.125,
  "de_lowest_ev": 2.033,
  "smiles": "CNC.O.O",
  "gap_ha": 0.364
}